Computed, not measured: a cluster of 6 separate species, C32H28F41N2O5 in total at a distorted geometry, with wB97M-V/def2-TZVPD.

Each line ends with the Löwdin charge.
Atoms and positions in Å:
1 N -0.85425 0.61004 -0.47012  0.129
2 C -0.06582 -0.33486 -0.14119  -0.209
3 C 0.92223 -0.16670 1.01816  -0.053
4 C 1.33716 -1.42283 1.74709  -0.140
5 C 2.62761 -1.56545 2.15393  0.020
6 C 3.04901 -2.65662 2.84324  0.024
7 C 2.12777 -3.65362 3.12164  0.011
8 C 0.86835 -3.50531 2.71939  0.023
9 N 0.52153 -2.41458 2.05426  0.031
10 F -0.78362 -2.32401 1.70468  0.137
11 H -0.71621 1.40441 0.16314  0.067
12 H -0.08504 -1.23634 -0.75495  0.108
13 H 1.84620 0.22913 0.58957  0.132
14 H 0.57283 0.55814 1.75797  0.145
15 H 3.35013 -0.79073 1.93193  0.149
16 H 4.08030 -2.70235 3.16681  0.118
17 H 2.46313 -4.52745 3.66199  0.144
18 H 0.14642 -4.27491 2.95482  0.165
19 C 8.31934 -1.08055 5.10926  -0.029
20 C 7.82988 -2.41798 4.52278  -0.440
21 C 7.52347 -2.45489 3.02631  -0.291
22 F 6.51501 -1.61686 2.69698  0.076
23 F 7.11108 -3.69863 2.67955  0.088
24 F 6.75560 -2.84871 5.22811  0.124
25 F 8.82102 -3.32342 4.73050  0.121
26 O 7.35457 -0.27427 5.78239  0.049
27 C 6.57365 0.63425 5.09569  -0.538
28 C 5.08215 0.30413 5.22695  -0.263
29 F 4.79899 -0.91802 4.70989  0.072
30 F 4.34458 1.20826 4.54045  0.095
31 F 6.95414 0.74780 3.80980  0.150
32 F 6.77163 1.83905 5.66713  0.159
33 H 9.02155 -1.35411 5.89579  0.154
34 H 8.90281 -0.50523 4.39059  0.150
35 H 8.40322 -2.20297 2.42953  0.181
36 H 4.77925 0.31422 6.27503  0.180
37 C 4.01073 -4.06618 -1.87598  -0.039
38 C 5.54964 -4.06665 -1.77518  -0.441
39 C 6.12135 -3.35923 -0.54794  -0.314
40 F 5.81733 -2.04478 -0.52828  0.088
41 F 7.47113 -3.44548 -0.54986  0.104
42 F 6.08320 -3.57526 -2.91172  0.146
43 F 5.93765 -5.36720 -1.69519  0.122
44 O 3.38454 -3.11113 -2.73139  0.057
45 C 3.09726 -1.84238 -2.28138  -0.520
46 C 3.79301 -0.76885 -3.11835  -0.279
47 F 5.12702 -0.91376 -3.05773  0.117
48 F 3.48066 0.45382 -2.62427  0.097
49 F 3.35994 -1.71762 -0.95718  0.115
50 F 1.75586 -1.68209 -2.37971  0.130
51 H 3.74767 -5.02185 -2.32748  0.148
52 H 3.54334 -4.07952 -0.89181  0.126
53 H 5.75479 -3.82462 0.37205  0.160
54 H 3.47753 -0.83094 -4.16194  0.182
55 C -1.19565 -8.15998 0.20918  -0.047
56 C 0.25848 -7.64531 0.18903  -0.436
57 C 0.57580 -6.45328 -0.71524  -0.306
58 F 0.37383 -6.72293 -2.00988  0.116
59 F 1.89308 -6.12706 -0.58032  0.075
60 F 1.09010 -8.66516 -0.08018  0.149
61 F 0.54313 -7.22975 1.46831  0.080
62 O -1.49556 -9.30536 -0.56784  0.048
63 C -1.86020 -9.18550 -1.90147  -0.528
64 C -0.87324 -9.90389 -2.82444  -0.282
65 F 0.36287 -9.37434 -2.70251  0.097
66 F -1.26408 -9.75451 -4.10679  0.110
67 F -2.03169 -7.89313 -2.24630  0.145
68 F -3.06069 -9.78163 -2.03123  0.158
69 H -1.36213 -8.49211 1.23412  0.150
70 H -1.91670 -7.35764 0.04531  0.146
71 H -0.02479 -5.58018 -0.43848  0.167
72 H -0.82474 -10.96722 -2.58115  0.179
73 C -3.37843 2.52814 -1.49969  -0.050
74 C -4.59937 1.58998 -1.41474  -0.436
75 C -5.28908 1.20487 -2.72592  -0.307
76 F -5.80792 2.27548 -3.35280  0.102
77 F -6.31328 0.36101 -2.45731  0.098
78 F -5.49653 2.10698 -0.54875  0.135
79 F -4.14971 0.42506 -0.85977  0.089
80 O -3.59397 3.90774 -1.21556  0.042
81 C -3.98573 4.78713 -2.20784  -0.532
82 C -5.34437 5.41778 -1.89711  -0.289
83 F -6.30173 4.47738 -1.80924  0.110
84 F -5.69780 6.27223 -2.88935  0.092
85 F -3.96090 4.20199 -3.41869  0.151
86 F -3.06523 5.77889 -2.23776  0.143
87 H -2.71535 2.20307 -0.70495  0.104
88 H -2.81154 2.38452 -2.41911  0.146
89 H -4.59315 0.69693 -3.39973  0.173
90 H -5.30904 5.96518 -0.95285  0.167
91 C -6.39784 9.67500 -0.80191  -0.043
92 C -7.68562 8.82645 -0.80839  -0.435
93 C -8.38739 8.62557 -2.15415  -0.306
94 F -8.82130 9.78921 -2.67103  0.102
95 F -9.47326 7.83627 -1.97463  0.099
96 F -8.54633 9.31773 0.10578  0.139
97 F -7.32540 7.57910 -0.37655  0.092
98 O -6.49999 11.02975 -0.38391  0.043
99 C -6.80656 12.03428 -1.28513  -0.533
100 C -8.11045 12.74575 -0.91610  -0.286
101 F -9.14547 11.88337 -0.92554  0.103
102 F -8.36939 13.71520 -1.82146  0.103
103 F -6.81800 11.57455 -2.54948  0.150
104 F -5.80589 12.94067 -1.21339  0.145
105 H -5.76523 9.21969 -0.03985  0.146
106 H -5.84080 9.57897 -1.73438  0.146
107 H -7.72282 8.13792 -2.87292  0.165
108 H -8.03525 13.19084 0.07832  0.176

Calculated values
* ΔE to the lowest compared entry with this formula, charge and spin: 0.0 kJ/mol
* net charge: +1
* LUMO: -0.1707 Eh
* highest occupied orbital energy: -12.7 eV
* HOMO-LUMO gap: 8.06 eV

---

Computed, not measured: a structure of composition C29H29Cl5I2MnN8O2P at a distorted geometry, with wB97M-V/def2-TZVPD.

Each line ends with the Löwdin charge.
Atoms and positions in Å:
1 Mn -0.76460 -0.07077 1.66747  0.811
2 I 5.65049 -1.28891 5.21602  0.772
3 C 3.62331 -1.04396 4.68948  -0.741
4 C 2.95153 0.09611 5.10003  -0.243
5 C 1.62247 0.23528 4.76152  -0.630
6 I 0.53061 1.90946 5.40447  0.870
7 C 0.90438 -0.71951 3.99707  -0.500
8 O -0.33723 -0.55576 3.67460  -0.239
9 C 1.63962 -1.87905 3.62675  -0.168
10 C 0.90583 -2.95457 2.87931  -0.155
11 N 0.24589 -2.45758 1.66489  -0.072
12 C -0.69164 -3.43115 1.13967  -0.161
13 C -1.66923 -2.82831 0.16815  -0.252
14 C -2.27704 -3.62154 -0.79661  -0.030
15 C -3.23203 -3.06468 -1.62875  -0.059
16 C -3.55527 -1.72808 -1.45164  -0.068
17 C -2.90193 -1.01301 -0.46685  -0.177
18 N -1.97154 -1.54200 0.32955  0.048
19 C 2.97227 -2.02768 3.96744  -0.147
20 H 3.45363 0.85731 5.68064  0.076
21 H 0.11675 -3.34316 3.53106  0.126
22 H 1.59373 -3.77905 2.64955  0.123
23 H 0.95639 -2.24187 0.96967  0.112
24 H -1.28343 -3.79591 1.98574  0.135
25 H -0.19960 -4.30305 0.68649  0.126
26 H -2.00611 -4.66644 -0.87748  0.111
27 H -3.71379 -3.65714 -2.39578  0.106
28 H -4.30151 -1.24316 -2.06600  0.106
29 H -3.12909 0.03165 -0.29627  0.097
30 H 3.50901 -2.91391 3.65339  0.092
31 Cl -0.40203 3.38217 1.85988  0.649
32 C -2.06214 2.88517 1.87980  -0.703
33 C -2.34679 1.51919 1.98173  -0.208
34 C -3.70553 1.24227 2.13010  -0.708
35 Cl -4.17335 -0.41391 2.42460  0.666
36 C -4.71681 2.19934 2.09852  -0.718
37 Cl -6.37873 1.76270 2.28617  0.640
38 C -4.37676 3.53421 1.91210  -0.721
39 Cl -5.60131 4.74373 1.81731  0.649
40 C -3.03303 3.88393 1.82309  -0.716
41 Cl -2.59634 5.54269 1.62993  0.648
42 C 2.34329 -0.99596 -2.27709  -0.109
43 N 1.18290 -0.54275 -3.04008  -0.298
44 C 0.39639 -1.66416 -3.53850  -0.110
45 P 0.25427 0.67287 -2.33064  0.535
46 O -0.51709 0.30674 -1.12194  -0.283
47 N -0.80216 1.09060 -3.55125  -0.312
48 C -2.23914 1.10296 -3.31961  -0.093
49 C -0.31859 1.60649 -4.81433  -0.112
50 N 1.34481 1.90531 -2.10505  -0.290
51 C 0.75138 3.11938 -1.55703  -0.114
52 C 2.53912 2.14228 -2.89906  -0.118
53 H 3.09065 -1.41450 -2.95570  0.091
54 H 2.07877 -1.76953 -1.54740  0.079
55 H 2.78658 -0.16468 -1.74078  0.058
56 H 1.00985 -2.24866 -4.22798  0.084
57 H -0.47984 -1.29654 -4.07124  0.072
58 H 0.05918 -2.32610 -2.72974  0.077
59 H -2.51520 1.76412 -2.49416  0.084
60 H -2.60677 0.10216 -3.08553  0.051
61 H -2.73828 1.45241 -4.22360  0.081
62 H 0.75921 1.46313 -4.87224  0.064
63 H -0.53723 2.67412 -4.93266  0.084
64 H -0.77438 1.07018 -5.65340  0.081
65 H 0.51429 3.83623 -2.35521  0.083
66 H -0.16119 2.86979 -1.01925  0.049
67 H 1.43966 3.59300 -0.85840  0.084
68 H 2.73236 1.30553 -3.56693  0.066
69 H 3.40722 2.27695 -2.24657  0.087
70 H 2.42433 3.05080 -3.50184  0.081
71 N 1.12734 0.58882 1.31146  0.118
72 C 2.27864 0.47166 1.25460  -0.157
73 C 3.64552 0.27662 1.14081  -0.279
74 C 4.52543 1.36733 1.00157  -0.253
75 N 5.23550 2.26578 0.84597  0.110
76 C 4.09715 -1.04765 0.97481  -0.269
77 N 4.41701 -2.14575 0.80124  0.131

Calculated values
* ΔE to the lowest compared entry with this formula, charge and spin: 56.7 kJ/mol
* spin multiplicity: 6
* <S²>: 8.755
* net charge: -1
* LUMO (spin up / spin down): 0.0735 / 0.0734 Eh
* highest occupied orbital energy (spin up / spin down): -4.7 / -4.9 eV
* HOMO-LUMO gap (spin up / spin down): 6.72 / 6.89 eV

---

Computed, not measured: a cluster of 3 separate species, ClH2N3O2 in total at a distorted geometry, with wB97M-V/def2-TZVPD.

Each line ends with the Löwdin charge.
Atoms and positions in Å:
1 N 1.56488 0.57346 -0.13298  -0.095
2 N 1.07280 -1.34457 -0.22377  -0.175
3 N 0.90515 1.39794 0.54106  -0.324
4 O 1.90447 -2.04231 0.38231  -0.289
5 O 0.92362 2.67517 0.41808  -0.277
6 Cl -8.46922 -0.65048 -0.16470  -1.000
7 H 1.91567 0.64248 -1.20510  0.102
8 H 0.18263 -1.25169 0.38509  0.059

Calculated values
* ΔE to the lowest compared entry with this formula, charge and spin: 70.6 kJ/mol
* net charge: -2
* LUMO: 0.2372 Eh
* highest occupied orbital energy: -1.8 eV
* HOMO-LUMO gap: 8.25 eV

---

Computed, not measured: a cluster of 2 separate species, C11H5N6O7 in total at a distorted geometry, with wB97M-V/def2-TZVPD.

Each line ends with the Löwdin charge.
Atoms and positions in Å:
1 O -4.91859 -2.18470 -1.09784  0.074
2 N -3.99937 -1.40396 -1.27719  -0.159
3 C -2.61749 -1.42514 -1.11810  -0.036
4 C -2.12514 -0.19263 -1.60068  -0.127
5 N -3.14502 0.62592 -1.99018  0.154
6 O -4.27629 -0.13108 -1.82290  0.034
7 C -0.68738 0.06938 -1.63927  -0.046
8 N -0.08225 1.25942 -2.21920  -0.310
9 O -0.75839 2.12913 -2.79560  0.067
10 O 1.17004 1.34710 -2.11694  0.063
11 C 0.20145 -0.88959 -1.11354  0.139
12 C -0.33661 -2.12152 -0.71742  -0.084
13 N 0.32724 -3.34268 -0.62996  -0.159
14 O 1.51333 -3.61921 -0.67649  0.102
15 O -0.65235 -4.33857 -0.45686  0.037
16 N -1.92229 -3.79245 -0.50329  0.145
17 C -1.72019 -2.44924 -0.68455  -0.118
18 H 1.25712 -0.73274 -0.92473  0.130
19 O 3.04648 0.61247 0.28167  -0.085
20 C 2.58066 1.43971 1.10292  -0.479
21 C 1.13858 1.63427 1.27556  -0.059
22 C 0.65480 1.86422 2.55090  -0.236
23 N 1.44365 2.26033 3.56173  -0.045
24 C 2.74378 2.52402 3.29673  -0.236
25 C 3.34027 2.27222 2.06838  -0.050
26 H 0.49025 1.41757 0.43530  0.052
27 H -0.40184 1.72924 2.77499  0.077
28 H 3.34126 2.92400 4.12876  0.080
29 H 4.39430 2.51451 1.90781  0.076

Calculated values
* ΔE to the lowest compared entry with this formula, charge and spin: 682.3 kJ/mol
* net charge: -1
* LUMO: 0.0056 Eh
* highest occupied orbital energy: -3.7 eV
* HOMO-LUMO gap: 3.87 eV

---

Q: Which of these has the highest net charge?
A: C32H28F41N2O5

---

Q: Among the records above, which one has the highest ΔE to the lowest compared entry with this formula, charge and spin?
A: C11H5N6O7

---

Q: Which of these has the highest net charge?
A: C32H28F41N2O5